# 1
Computed, not measured: a 2-piece molecular cluster, C4H11N3O2 overall at a distorted geometry, with ωB97M-V/def2-TZVPD.

ORCA input file:
```
! wB97M-V def2-TZVPD RIJCOSX def2/J DEFGRID3
* xyz -1 2
C 2.37423 -1.84651 -0.02203
C 1.13539 -1.35105 0.63095
O 1.40402 -0.01509 1.08341
O 0.22430 -1.96133 1.07309
H 3.34511 -1.92339 0.48331
H 2.51283 -1.30138 -1.05336
H 2.30349 -2.93336 -0.20925
C 0.60740 1.13583 -1.63637
C -1.46815 0.92255 -0.31838
N -2.24012 0.13357 0.58069
N -0.48226 0.39741 -0.91149
N -1.86191 2.40826 -0.39471
H -1.57453 0.18912 1.36354
H -2.22451 -0.85504 0.30484
H 0.48758 0.22549 1.61561
H -1.82354 2.56288 -1.28091
H -2.80854 2.58089 -0.03809
H 0.50103 1.02870 -2.70664
H 1.63162 0.43786 -1.33976
H 0.81974 2.05994 -1.23781
*
```

Summary:
- highest occupied orbital energy (spin up / spin down) (eV) = 1.50 / -5.36
- LUMO level (spin up / spin down) (eV) = 3.8 / 3.9
- E_tot (eV) = -12887.97196
- ⟨S²⟩ = 0.752

# 2
Computed, not measured: a 2-piece molecular cluster, C4H11N3O2 overall at a distorted geometry, with ωB97M-V/def2-TZVPD.

ORCA input file:
```
! wB97M-V def2-TZVPD RIJCOSX def2/J DEFGRID3
* xyz 0 1
H 2.40429 0.88856 1.88579
N 1.76693 0.79027 2.66281
C 0.47759 0.70516 2.31495
N -0.53764 0.26523 3.38516
N -0.08892 0.84933 0.95718
C -1.51667 0.50778 0.93947
H -0.40796 1.01245 4.20265
H -0.51107 -0.59059 3.83042
H 0.46740 0.60937 0.09604
H -1.95388 1.06240 1.78983
H -1.66351 -0.52686 1.28497
H -2.12094 0.84384 0.17077
C -0.40638 -1.30487 -2.94360
C 0.66766 -0.26176 -2.88191
O 0.33974 0.91478 -2.82319
O 1.90362 -0.80097 -2.95232
H 0.27234 -1.96725 -3.80428
H -1.35722 -0.73524 -3.08098
H -0.22533 -2.12723 -2.26062
H 2.48996 -0.13441 -2.77313
*
```

Summary:
- highest occupied orbital energy (eV) = -8.81
- structure (SMILES) = [H]/N=C(/N)NC.CC(=O)O
- LUMO level (eV) = 0.4
- E_tot (eV) = -12888.94920

# 3
Computed, not measured: a 2-piece molecular cluster, C4H11N3O2 overall at a distorted geometry, with ωB97M-V/def2-TZVPD.

ORCA input file:
```
! wB97M-V def2-TZVPD RIJCOSX def2/J DEFGRID3
* xyz 0 1
H -0.64471 1.97611 0.66968
N 0.18443 1.72149 0.15966
C 0.89800 0.72484 0.45151
N 0.70997 -0.21374 1.47411
N 2.17688 0.58008 -0.10178
C 2.46939 1.45102 -1.24415
H 1.37185 -0.13860 2.23823
H -0.17140 -0.35334 1.93571
H 2.32687 -0.39157 -0.33427
H 1.63530 1.50109 -1.94757
H 3.35338 1.05128 -1.73898
H 2.67999 2.44364 -0.84381
C -1.94011 -1.32409 -1.02189
C -2.42807 -0.98977 0.34599
O -3.31297 -0.25229 0.68407
O -1.83785 -1.83422 1.23553
H -1.89386 -2.40553 -1.00401
H -0.94051 -0.96970 -1.24905
H -2.51254 -0.92194 -1.85874
H -2.12406 -1.65476 2.14978
*
```

Summary:
- highest occupied orbital energy (eV) = -9.19
- structure (SMILES) = [H]/N=C(\N)NC.CC(=O)O
- LUMO level (eV) = 0.6
- E_tot (eV) = -12891.82763

# 4
Computed, not measured: a 2-piece molecular cluster, C4H11N3O2 overall at a distorted geometry, with ωB97M-V/def2-TZVPD.

ORCA input file:
```
! wB97M-V def2-TZVPD RIJCOSX def2/J DEFGRID3
* xyz 0 1
H -0.11738 -1.85224 0.88293
N 0.77136 -1.63979 0.46943
C 1.17313 -1.93537 -0.69249
N 0.73184 -3.09212 -1.33953
N 2.15508 -1.27470 -1.46866
C 2.25850 0.13076 -0.96472
H 1.11596 -3.28940 -2.24652
H -0.16694 -3.46889 -1.10342
H 3.05826 -1.72148 -1.32773
H 2.75309 0.25719 0.03326
H 1.25999 0.47646 -0.79848
H 2.62877 0.83827 -1.69931
C -1.67447 1.23310 2.21655
C -1.86602 2.08403 0.93421
O -2.89698 2.67019 0.83366
O -0.84826 1.91005 0.01636
H -2.05578 0.24917 1.97013
H -2.26505 1.84324 2.90464
H -0.61900 0.94929 2.32709
H -0.29368 2.62480 -0.29458
*
```

Summary:
- highest occupied orbital energy (eV) = -9.03
- structure (SMILES) = [H]/N=C(\N)NC.CC(=O)O
- LUMO level (eV) = 0.7
- E_tot (eV) = -12890.56490

# 5
Computed, not measured: a 2-piece molecular cluster, C4H11N3O2 overall at a distorted geometry, with ωB97M-V/def2-TZVPD.

ORCA input file:
```
! wB97M-V def2-TZVPD RIJCOSX def2/J DEFGRID3
* xyz 0 1
H -0.65887 -0.84660 1.63513
N -0.09557 -0.53663 0.87634
C 1.10223 -0.89997 0.68312
N 1.86955 -0.48606 -0.37850
N 1.63541 -1.94215 1.48921
C 0.86693 -3.22401 1.53631
H 2.81960 -0.49992 -0.15443
H 1.56031 0.33298 -0.88438
H 2.60336 -2.20479 1.35344
H 0.50414 -3.34681 2.56696
H 1.62117 -4.02887 1.38853
H 0.03590 -3.34756 0.84956
C -2.22139 0.80238 -0.80468
C -1.30887 1.88012 -1.13604
O -1.34345 2.35382 -2.26390
O -0.56133 2.48881 -0.19336
H -1.93380 -0.24154 -0.57698
H -2.89963 0.60004 -1.60589
H -2.80177 1.04899 0.15271
H 0.03318 3.26717 -0.73039
*
```

Summary:
- highest occupied orbital energy (eV) = -9.10
- structure (SMILES) = [H]/N=C(/N)NC.CC(=O)O
- LUMO level (eV) = 0.7
- E_tot (eV) = -12890.79673

# 6
Computed, not measured: a 2-piece molecular cluster, C4H11N3O2 overall at a distorted geometry, with ωB97M-V/def2-TZVPD.

ORCA input file:
```
! wB97M-V def2-TZVPD RIJCOSX def2/J DEFGRID3
* xyz 0 1
H 1.84513 -0.19648 1.59690
N 1.26764 0.07472 2.36713
C 0.05184 0.51016 2.24676
N -0.72812 0.76691 3.33632
N -0.32006 0.87396 0.95781
C -1.56663 0.37970 0.51119
H -1.69251 0.66712 2.96976
H -0.30506 1.17010 4.14268
H 0.36190 1.10220 0.33656
H -2.44968 1.02857 0.43075
H -2.00036 -0.48070 1.03909
H -1.37645 0.12649 -0.60327
C 0.09799 -1.23840 -2.40905
C 1.13551 -0.18575 -2.46406
O 1.02153 1.01131 -2.38229
O 2.39447 -0.77036 -2.29186
H -0.61403 -1.39711 -3.19571
H -0.60633 -0.92745 -1.49542
H 0.41715 -2.44961 -2.51825
H 3.06608 -0.06537 -2.57504
*
```

Summary:
- highest occupied orbital energy (eV) = -8.50
- structure (SMILES) = [H]/N=C(/N)NC.CC(=O)O
- LUMO level (eV) = 0.6
- E_tot (eV) = -12889.39578

# 7
Computed, not measured: a 2-piece molecular cluster, C4H11N3O2 overall at a distorted geometry, with ωB97M-V/def2-TZVPD.

ORCA input file:
```
! wB97M-V def2-TZVPD RIJCOSX def2/J DEFGRID3
* xyz 0 1
H -0.47677 -3.01103 2.72240
N 0.23987 -2.32582 2.50963
C -0.13286 -1.37795 1.74615
N 0.51247 -0.15363 1.76312
N -1.17393 -1.37290 0.80830
C -1.57437 -2.63275 0.17522
H 1.43827 -0.12141 2.16437
H 0.51391 0.30603 0.86144
H -1.40152 -0.62795 0.17579
H -0.84335 -3.36104 -0.17039
H -2.25889 -2.37878 -0.63017
H -2.17926 -3.21896 0.88799
C 1.62286 3.15958 -1.87905
C 0.29615 2.48486 -1.63461
O -0.85406 2.78389 -1.53830
O 0.65351 1.17488 -1.26938
H 2.44729 2.50686 -2.13390
H 1.84203 3.55271 -0.87726
H 1.50775 3.88177 -2.68619
H -0.17908 0.73164 -0.99514
*
```

Summary:
- highest occupied orbital energy (eV) = -8.95
- structure (SMILES) = [H]/N=C(/N)NC.CC(=O)O
- LUMO level (eV) = 0.5
- E_tot (eV) = -12891.48322

# 8
Computed, not measured: a 2-piece molecular cluster, C4H11N3O2 overall at a distorted geometry, with ωB97M-V/def2-TZVPD.

ORCA input file:
```
! wB97M-V def2-TZVPD RIJCOSX def2/J DEFGRID3
* xyz 0 1
C -1.63446 0.51504 0.16287
N -0.99774 0.33869 -1.10504
C -0.07381 1.05781 -1.61061
N 1.10631 1.51110 -1.05873
N -0.07493 1.24966 -2.97987
H -2.06792 -0.44670 0.38986
H -2.30636 1.39854 0.27578
H -1.15286 1.09828 0.97001
H 1.18639 1.79429 -0.09526
H 1.98628 1.71749 -1.49534
H -0.66757 0.64276 -3.50140
H 0.75205 1.60195 -3.42868
C 0.91794 -2.07665 0.67520
C 0.28211 -1.20222 1.71226
O -0.34013 -1.70644 2.61698
O 0.66328 0.08052 1.71644
H 1.06932 -1.52327 -0.24802
H 0.47599 -3.05419 0.52045
H 1.89585 -2.29513 1.14108
H -0.02689 0.70564 1.94722
*
```

Summary:
- highest occupied orbital energy (eV) = -8.15
- structure (SMILES) = CN=C(N)N.CC(=O)O
- LUMO level (eV) = 0.6
- E_tot (eV) = -12890.16884

# 9
Computed, not measured: a 2-piece molecular cluster, C4H11N3O2 overall at a distorted geometry, with ωB97M-V/def2-TZVPD.

ORCA input file:
```
! wB97M-V def2-TZVPD RIJCOSX def2/J DEFGRID3
* xyz 0 1
H -1.88645 -0.87778 -0.82986
N -1.43916 -0.24122 -1.20502
C -1.35756 1.04437 -1.03003
N -1.84573 1.52813 0.18442
N -0.33654 1.79928 -1.70798
C 0.11986 1.31125 -3.14827
H -1.81978 2.39462 0.71907
H -2.75296 1.39861 0.43482
H -0.56368 2.67162 -2.01973
H 0.95171 1.84073 -3.30330
H -0.70315 1.56341 -3.91003
H 0.20928 0.17173 -3.17696
C 0.78006 -1.47872 2.99424
C 1.96133 -1.73468 2.23871
O 2.92996 -0.90594 1.97661
O 2.05024 -2.88712 1.71449
H 0.72963 -1.91011 4.02183
H 0.10949 -2.20142 2.38783
H 0.40100 -0.42300 2.77255
H 2.46246 -3.06376 0.88660
*
```

Summary:
- highest occupied orbital energy (eV) = -8.77
- structure (SMILES) = [H]/N=C(\N)NC.CC(=O)O
- LUMO level (eV) = 0.7
- E_tot (eV) = -12888.02181

# 10
Computed, not measured: a 2-piece molecular cluster, C4H11N3O2 overall at a distorted geometry, with ωB97M-V/def2-TZVPD.

ORCA input file:
```
! wB97M-V def2-TZVPD RIJCOSX def2/J DEFGRID3
* xyz 1 2
C -0.57016 2.13383 0.87107
C -0.41172 1.26606 -1.42758
N -1.70935 1.09228 -1.38262
N 0.18495 1.59090 -0.22425
N 0.30886 1.43831 -2.56696
H -0.76148 -0.57778 0.64911
H -2.28467 1.31973 -2.18896
H 1.14232 1.94966 -0.23469
H 1.28324 1.26828 -2.65317
H -0.06910 1.99589 -3.29218
H -1.50637 1.55059 0.92518
H -0.95731 3.20660 0.88515
H 0.09045 2.16730 1.75923
C 1.21768 -2.61163 2.17386
C 0.49972 -2.07060 1.02832
O -0.12461 -0.89453 1.39702
O 0.45678 -2.31022 -0.15298
H 2.34206 -2.54664 2.08241
H 1.01048 -3.55492 2.59534
H 1.08666 -1.86870 3.06376
*
```

Summary:
- highest occupied orbital energy (spin up / spin down) (eV) = -13.44 / -13.43
- LUMO level (spin up / spin down) (eV) = -3.9 / -8.0
- E_tot (eV) = -12882.39526
- ⟨S²⟩ = 0.774

# 11
Computed, not measured: a 2-piece molecular cluster, C4H11N3O2 overall at a distorted geometry, with ωB97M-V/def2-TZVPD.

ORCA input file:
```
! wB97M-V def2-TZVPD RIJCOSX def2/J DEFGRID3
* xyz 1 2
C 2.37429 -1.41588 0.32768
C -0.02845 -1.27572 0.80006
N -0.72927 -0.76142 1.80312
N 1.17159 -1.83073 1.04174
N -0.64990 -1.39327 -0.38309
H -0.35372 -0.16676 2.53220
H -1.73595 -0.73641 1.73036
H 1.34763 -2.05625 2.02013
H -0.12286 -1.95216 -1.05268
H -2.00316 0.37315 -0.23577
H 2.16975 -0.96830 -0.63901
H 2.97706 -2.29831 0.09612
H 3.00982 -0.74000 0.89642
C -0.77149 2.15884 -1.88916
C -1.29655 2.13913 -0.48012
O -2.37675 1.26648 -0.28131
O -0.98874 2.87485 0.40094
H -0.49758 3.18771 -2.13811
H -1.59652 2.07308 -2.58232
H 0.10081 1.52196 -1.96721
*
```

Summary:
- highest occupied orbital energy (spin up / spin down) (eV) = -13.54 / -13.54
- LUMO level (spin up / spin down) (eV) = -4.1 / -8.5
- E_tot (eV) = -12882.75716
- ⟨S²⟩ = 0.767

# 12
Computed, not measured: C4H11N3S as an isolated structure at a distorted geometry, with ωB97M-V/def2-TZVPD.

ORCA input file:
```
! wB97M-V def2-TZVPD RIJCOSX def2/J DEFGRID3
* xyz 0 1
C 1.79700 3.43018 -0.36856
C 1.81345 0.88193 0.16449
C 1.54148 -0.49887 -0.45470
C -0.66991 -0.58429 -0.61122
H 2.17500 4.26232 -1.50208
H 0.74525 3.86450 0.43490
H 2.98929 3.17108 0.38505
H 1.88687 2.02169 -1.62353
H 1.33017 0.61550 1.15833
H 3.12358 0.99034 0.36203
H 1.39498 -0.29491 -1.62018
H 2.40435 -1.20603 -0.48638
H -0.73900 0.07887 -1.47837
H -2.73503 -0.35124 -0.68759
H -1.22492 -1.23573 2.14499
N 1.14305 1.99555 -0.76865
N 0.27479 -1.12161 0.07744
N -1.88293 -1.03682 -0.39938
S -2.18669 -1.88437 1.13543
*
```

Summary:
- highest occupied orbital energy (eV) = -8.62
- LUMO level (eV) = 0.6
- E_tot (eV) = -19623.75214

# 13
Computed, not measured: C4H11N4O12S2V as an isolated structure at a distorted geometry, with ωB97M-V/def2-TZVPD.

ORCA input file:
```
! wB97M-V def2-TZVPD RIJCOSX def2/J DEFGRID3
* xyz -2 3
V -1.51288 -28.93737 20.38279
C -1.40236 -29.48928 24.44565
C -1.48041 -29.48118 22.93614
O -2.47297 -29.06932 22.30210
O -0.42096 -29.77303 22.34383
H -0.44398 -29.73591 24.90039
H -2.14355 -30.14234 24.92320
H -1.66151 -28.54170 24.93252
S -3.08892 -31.06684 19.53866
O -1.73146 -30.90585 20.10713
O -3.01397 -31.77933 18.26386
O -3.94799 -31.69549 20.55955
O -3.29323 -29.60922 19.49564
S -1.28310 -26.20937 20.48334
O -0.32112 -27.22854 20.91795
O -2.43386 -27.12966 20.24924
O -1.56305 -25.22816 21.51828
O -0.86176 -25.53228 19.26947
C 1.72220 -29.06765 19.73274
O 0.61243 -29.59355 19.81846
N 1.94186 -27.74875 19.73024
N 2.84880 -29.83889 19.79777
H 1.10861 -27.20789 19.99181
H 2.82700 -27.33102 19.53927
H 3.71345 -29.42765 20.08054
H 2.61963 -30.80534 19.97499
C -1.58486 -28.57355 17.00302
O -1.23322 -28.37171 18.15744
N -2.89425 -28.59171 16.69840
N -0.71987 -28.82118 15.99111
H -3.64893 -28.49483 17.35502
H -3.20370 -28.70920 15.74909
H -1.00870 -29.08772 15.07084
H 0.24189 -28.57562 16.13282
*
```

Summary:
- highest occupied orbital energy (spin up / spin down) (eV) = -1.60 / -2.35
- LUMO level (spin up / spin down) (eV) = 4.9 / 4.9
- E_tot (eV) = -82221.99778
- ⟨S²⟩ = 2.011

Here are the calculated relative energy (zero: lowest compared OMol25 entry of this formula, charge and spin) numbers, same order: 409.6, 374.4, 96.7, 218.5, 196.2, 331.3, 129.9, 256.8, 463.9, 260.3, 225.4, 811.3, 0.0 (kJ/mol).